A structure of composition C38H28CdF3N7O. Source: OMol25; level of theory: wB97M-V/def2-TZVPD.

Charge: 0
Energy: -2390.83534 Eh
Multiplicity: 1
HOMO level: -6.628 eV
Energy relative to the best compared isomer or geometry (same formula, charge and spin): 19.2 kJ/mol
LUMO energy: -0.1 eV
Frontier orbital gap: 6.5 eV

Last column: Mulliken charge in e.
Atoms and positions in Å:
Cd1 -0.003 0.294 -0.659  1.043
C1 -3.534 3.114 -1.669  -0.937
C2 -2.236 2.579 -1.648  -0.300
N1 -1.993 1.324 -1.361  -0.456
C3 -3.017 0.487 -1.063  0.569
C4 -4.357 0.949 -1.008  1.073
C5 -4.585 2.301 -1.347  -0.762
C6 -5.380 0.072 -0.589  -1.008
C7 -5.046 -1.187 -0.166  -0.903
C8 -3.732 -1.669 -0.247  -0.125
C9 -2.704 -0.895 -0.772  -0.121
N2 -1.407 -1.281 -0.962  0.304
C10 -0.988 -2.507 -1.362  0.248
C11 -1.805 -3.568 -1.751  -0.751
C12 -1.278 -4.786 -2.188  -0.960
C13 0.072 -4.989 -2.296  -0.952
C14 0.949 -3.923 -2.014  1.099
C15 2.336 -3.997 -2.272  -0.922
C16 3.136 -2.921 -2.014  -1.335
C17 2.554 -1.771 -1.460  -0.404
N3 1.268 -1.654 -1.233  0.633
C18 0.441 -2.692 -1.517  -0.449
H1 -3.688 4.155 -1.916  0.401
H2 -1.375 3.198 -1.874  0.475
H3 -5.601 2.677 -1.335  0.431
H4 -6.409 0.411 -0.580  0.393
H5 -5.813 -1.840 0.234  0.395
H6 -3.507 -2.658 0.128  0.711
H7 -2.877 -3.443 -1.740  0.622
H8 -1.960 -5.582 -2.463  0.390
H9 0.473 -5.941 -2.620  0.409
H10 2.746 -4.904 -2.700  0.421
H11 4.195 -2.931 -2.236  0.567
H12 3.175 -0.924 -1.203  0.861
C19 2.111 3.564 1.704  -1.786
C20 1.117 2.531 1.263  0.145
N4 1.328 1.769 0.252  1.079
N5 2.487 1.832 -0.436  -0.647
C21 2.350 1.451 -1.713  -0.104
O1 1.245 1.258 -2.294  -0.923
C22 3.625 1.296 -2.472  0.624
C23 3.568 0.915 -3.809  -0.327
C24 4.735 0.741 -4.535  -0.711
C25 5.967 0.944 -3.928  -0.344
C26 6.030 1.301 -2.587  -0.772
C27 4.864 1.483 -1.862  -0.030
C28 -0.179 2.374 1.949  0.468
C29 -0.615 3.297 2.902  -0.868
C30 -1.877 3.160 3.453  -0.466
C31 -2.673 2.096 3.061  -0.910
C32 -2.156 1.210 2.128  -0.208
N6 -0.955 1.341 1.582  0.298
H13 2.878 3.654 0.938  0.427
H14 2.587 3.261 2.640  0.296
H15 1.641 4.534 1.855  0.440
H16 2.597 0.753 -4.260  0.443
H17 4.691 0.442 -5.575  0.411
H18 6.879 0.831 -4.500  0.404
H19 6.991 1.433 -2.107  0.408
H20 4.897 1.770 -0.820  0.405
H21 0.013 4.123 3.201  0.378
H22 -2.238 3.880 4.175  0.422
H23 -3.661 1.951 3.475  0.448
H24 -2.740 0.358 1.794  0.399
F1 6.347 -2.514 0.048  -0.230
C33 6.130 -2.161 1.332  0.700
F2 6.605 -3.164 2.097  -0.275
F3 6.885 -1.079 1.579  -0.293
C34 4.670 -1.922 1.585  0.462
C35 4.198 -0.678 1.967  -0.235
C36 2.830 -0.538 2.153  -0.542
N7 1.964 -1.530 1.986  -0.460
C37 2.436 -2.723 1.637  -0.632
C38 3.781 -2.974 1.422  -0.385
H25 4.878 0.148 2.116  0.486
H26 2.410 0.409 2.473  0.494
H27 1.702 -3.515 1.537  0.399
H28 4.132 -3.949 1.115  0.451

A cluster of 21 separate species, C42H74Cl22N10 in total. Source: OMol25; level of theory: wB97M-V/def2-TZVPD.

Charge: 0
Energy: -12316.41953 Eh
Multiplicity: 1
HOMO level: -10.575 eV
LUMO energy: -0.1 eV
Frontier orbital gap: 10.5 eV

Last column: Mulliken charge in e.
Atoms and positions in Å:
C1 -1.574 -5.180 2.404  -0.521
C2 -1.642 -4.550 1.074  0.332
N1 -1.683 -4.084 0.053  -0.251
H1 -1.500 -4.360 3.118  0.050
H2 -0.634 -5.729 2.474  0.070
H3 -2.456 -5.696 2.784  0.345
C3 5.120 1.319 0.539  -0.555
C4 4.836 -0.074 0.386  0.449
N2 4.655 -1.247 0.219  -0.494
H4 5.275 1.481 1.606  0.217
H5 4.334 2.006 0.225  0.009
H6 6.033 1.538 -0.015  0.386
C5 1.382 3.971 -1.929  0.708
C6 2.846 4.160 -1.814  0.077
N3 4.008 4.274 -1.748  -0.642
H7 0.869 4.842 -2.336  0.353
H8 0.986 3.877 -0.918  -0.065
H9 1.123 3.070 -2.485  -0.419
C7 0.163 -7.310 -2.545  -1.068
C8 0.627 -6.891 -1.270  0.455
N4 0.923 -6.481 -0.257  -0.321
H10 -0.705 -6.788 -2.947  0.244
H11 -0.205 -8.311 -2.320  0.374
H12 0.875 -7.611 -3.314  0.331
C9 3.200 -2.437 -5.021  -0.054
C10 4.480 -1.975 -4.525  0.129
N5 5.484 -1.661 -4.065  -0.538
H13 2.872 -3.230 -4.349  0.179
H14 3.161 -2.641 -6.091  0.389
H15 2.575 -1.568 -4.813  -0.094
C11 3.543 -4.095 -0.903  1.445
C12 4.700 -4.606 -1.563  0.052
N6 5.643 -5.016 -2.056  -0.521
H16 2.769 -4.861 -0.863  -0.398
H17 3.240 -3.213 -1.466  -0.129
H18 3.697 -3.860 0.150  -0.481
C13 -2.343 6.496 -3.376  -1.225
C14 -1.907 5.119 -3.126  0.342
N7 -1.623 4.019 -2.982  -0.049
H19 -3.355 6.646 -3.000  0.354
H20 -2.401 6.753 -4.434  0.346
H21 -1.704 7.149 -2.783  0.315
C15 -4.030 1.703 -3.486  0.443
C16 -4.277 1.921 -4.884  0.085
N8 -4.486 2.101 -5.993  -0.471
H22 -4.435 2.614 -3.046  0.168
H23 -2.963 1.539 -3.341  -0.130
H24 -4.494 0.944 -2.855  -0.060
C17 -0.023 2.585 -5.310  0.316
C18 -0.137 3.974 -5.687  0.064
N9 -0.251 5.044 -6.006  -0.487
H25 -0.926 2.128 -5.713  0.285
H26 -0.025 2.353 -4.245  -0.533
H27 0.879 2.230 -5.808  0.371
C19 -2.509 3.832 0.247  0.526
C20 -3.460 4.473 1.211  0.083
N10 -4.214 5.055 1.928  -0.613
H28 -1.970 4.724 -0.072  0.260
H29 -3.039 3.326 -0.560  -0.211
H30 -1.807 3.178 0.763  -0.069
Cl1 -1.789 0.216 -0.131  0.266
C21 -0.322 -0.794 0.055  -0.188
C22 0.922 -0.073 -0.185  -0.168
Cl2 1.266 1.317 0.815  0.196
H31 -0.480 -1.708 -0.519  -0.180
H32 -0.357 -1.141 1.087  0.143
H33 0.994 0.270 -1.217  -0.080
H34 1.781 -0.730 -0.050  0.087
Cl3 2.879 7.799 1.341  -0.213
C23 3.911 6.335 1.416  -0.138
C24 3.416 5.449 2.534  -0.596
Cl4 1.944 4.454 2.082  -0.090
H35 4.912 6.729 1.593  0.342
H36 3.936 5.821 0.455  0.030
H37 3.212 5.998 3.453  0.401
H38 4.169 4.662 2.578  0.202
Cl5 6.612 -3.069 4.330  -0.193
C25 5.560 -1.869 3.551  0.169
C26 4.632 -1.223 4.520  -0.624
Cl6 3.320 -0.301 3.718  -0.038
H39 4.959 -2.281 2.740  -0.134
H40 6.245 -1.139 3.120  0.260
H41 5.104 -0.576 5.259  0.371
H42 4.016 -2.017 4.941  0.179
Cl7 4.578 0.270 -6.964  -0.175
C27 4.926 1.753 -5.969  -0.536
C28 4.486 1.632 -4.442  -0.528
Cl8 2.731 1.328 -4.202  0.002
H43 4.601 2.670 -6.460  0.389
H44 6.008 1.862 -5.895  0.351
H45 4.733 2.477 -3.798  0.336
H46 4.996 0.745 -4.066  0.147
Cl9 -5.260 -3.931 4.323  -0.180
C29 -5.339 -2.244 4.824  -0.374
C30 -5.732 -1.261 3.692  0.366
Cl10 -7.250 -1.741 2.910  -0.161
H47 -4.334 -1.993 5.163  0.120
H48 -6.045 -2.134 5.647  0.403
H49 -4.998 -1.173 2.892  -0.468
H50 -5.809 -0.286 4.172  0.308
Cl11 3.124 2.982 6.907  -0.218
C31 1.484 2.468 6.349  -0.288
C32 0.861 1.414 7.202  -0.227
Cl12 1.682 -0.156 6.854  -0.140
H51 1.706 2.002 5.389  0.102
H52 0.879 3.351 6.143  0.310
H53 -0.181 1.247 6.932  0.069
H54 0.804 1.701 8.252  0.387
Cl13 4.264 -6.318 2.048  -0.191
C33 2.620 -5.587 2.496  -0.345
C34 2.759 -4.716 3.759  0.086
Cl14 1.336 -3.630 3.836  -0.109
H55 1.790 -6.289 2.579  0.404
H56 2.253 -4.981 1.668  0.058
H57 3.556 -3.986 3.620  -0.267
H58 2.832 -5.264 4.699  0.401
Cl15 -0.919 -0.227 -3.652  0.190
C35 -1.530 -1.810 -3.692  -0.560
C36 -0.507 -2.927 -4.156  -0.801
Cl16 0.775 -3.326 -2.884  -0.009
H59 -2.424 -1.883 -4.311  0.427
H60 -1.899 -2.094 -2.707  -0.034
H61 -0.029 -2.606 -5.081  0.357
H62 -1.137 -3.806 -4.298  0.386
Cl17 -5.748 -4.256 0.104  -0.181
C37 -5.049 -2.630 -0.365  0.438
C38 -5.912 -1.951 -1.375  0.165
Cl18 -7.594 -1.796 -0.845  -0.162
H63 -4.059 -2.730 -0.812  -0.133
H64 -4.779 -1.937 0.432  -0.164
H65 -5.897 -2.529 -2.298  0.388
H66 -5.469 -0.980 -1.596  -0.399
Cl19 -4.947 1.440 1.633  0.015
C39 -6.148 1.924 0.349  -0.055
C40 -7.097 3.086 0.789  -0.479
Cl20 -8.310 2.352 1.949  -0.213
H67 -6.701 1.064 -0.028  0.216
H68 -5.558 2.344 -0.466  -0.167
H69 -7.624 3.552 -0.044  0.403
H70 -6.667 3.919 1.345  0.255
Cl21 -0.997 2.934 4.184  -0.216
C41 -1.852 1.424 3.592  0.240
C42 -1.436 0.123 4.227  -0.312
Cl22 -2.124 -1.193 3.300  -0.045
H71 -1.702 1.340 2.515  -0.373
H72 -2.911 1.594 3.788  0.283
H73 -1.827 0.135 5.244  0.304
H74 -0.346 0.136 4.247  0.050

A structure of composition C24H37N8OS2Ti. Source: OMol25; level of theory: wB97M-V/def2-TZVPD.

Charge: +3
Energy: -3095.05959 Eh
Multiplicity: 1
HOMO level: -16.401 eV
Energy relative to the best compared isomer or geometry (same formula, charge and spin): 22.6 kJ/mol
LUMO energy: -10.6 eV
Frontier orbital gap: 5.8 eV

Last column: Mulliken charge in e.
Atoms and positions in Å:
Ti1 1.566 -1.336 0.388  -0.314
C1 2.797 1.663 0.664  -0.845
C2 3.150 1.159 -0.720  -0.790
N1 3.311 -0.318 -0.678  0.268
C3 4.689 -0.737 -0.287  -0.993
C4 4.934 -0.816 1.218  -0.385
S1 3.478 -1.374 2.173  0.030
C5 3.092 0.095 3.212  -1.013
C6 1.842 0.839 2.747  -0.790
N2 1.732 0.813 1.268  0.054
H1 3.678 1.627 1.299  0.355
H2 2.480 2.705 0.618  0.464
H3 2.360 1.413 -1.424  0.224
H4 4.064 1.641 -1.068  0.585
H5 3.226 -0.648 -1.637  0.333
H6 4.875 -1.711 -0.728  0.440
H7 5.419 -0.047 -0.715  0.435
H8 5.713 -1.552 1.413  0.576
H9 5.265 0.129 1.641  0.380
H10 2.967 -0.255 4.235  0.556
H11 3.980 0.723 3.213  0.565
H12 0.942 0.395 3.163  0.526
H13 1.889 1.868 3.112  0.536
H14 0.845 1.263 1.042  0.215
C7 -2.179 -3.414 -0.291  -1.889
C8 -0.981 -2.749 0.275  0.573
N3 0.151 -2.656 -0.336  1.449
N4 0.330 -3.250 -1.539  -1.574
C9 1.565 -3.634 -1.688  0.605
N5 1.966 -4.297 -2.761  -0.398
S2 2.774 -3.255 -0.440  -0.377
C10 -0.913 -2.325 1.679  0.828
C11 -1.969 -2.475 2.556  -0.871
C12 -1.739 -2.362 3.924  -0.654
C13 -0.443 -2.157 4.363  -1.121
C14 0.555 -1.962 3.422  -0.178
N6 0.337 -1.984 2.102  0.902
H15 -2.018 -3.652 -1.338  0.423
H16 -3.056 -2.771 -0.192  0.431
H17 -2.386 -4.342 0.247  0.409
H18 1.288 -4.641 -3.429  0.269
H19 2.904 -4.658 -2.819  0.237
H20 -2.957 -2.716 2.190  0.486
H21 -2.553 -2.476 4.629  0.508
H22 -0.201 -2.146 5.416  0.502
H23 1.571 -1.809 3.754  0.510
C15 -3.887 3.297 -3.346  -1.185
C16 -4.127 2.099 -2.427  -0.875
N7 -3.643 2.315 -1.062  0.140
C17 -4.531 3.050 -0.144  -0.651
C18 -4.103 4.493 0.099  -1.041
C19 -2.480 1.899 -0.557  0.027
O1 -2.160 2.053 0.623  -0.728
C20 -1.437 1.187 -1.413  -0.667
C21 -1.134 1.294 -2.770  0.393
C22 -0.077 0.547 -3.284  -1.653
C23 0.690 -0.231 -2.445  -0.412
N8 0.461 -0.278 -1.119  1.633
C24 -0.597 0.392 -0.650  -0.148
H24 -4.131 3.035 -4.376  0.384
H25 -2.851 3.640 -3.300  0.407
H26 -4.524 4.132 -3.059  0.367
H27 -3.689 1.189 -2.833  0.575
H28 -5.197 1.913 -2.364  0.394
H29 -4.543 2.519 0.807  0.380
H30 -5.531 3.023 -0.572  0.381
H31 -3.131 4.537 0.587  0.293
H32 -4.834 4.967 0.753  0.401
H33 -4.063 5.061 -0.830  0.273
H34 -1.666 1.967 -3.426  0.384
H35 0.160 0.582 -4.338  0.518
H36 1.493 -0.839 -2.842  0.267
H37 -0.807 0.350 0.416  0.661